Record 1
{"formula": "C4H5ClN2", "method": "ωB97M-V with the def2-TZVPD basis set", "orbital_gap_ha": 0.2978, "elements": ["C", "C", "C", "C", "N", "N", "Cl", "H", "H", "H", "H", "H"], "xyz": [[-0.70, 2.73, -0.07], [0.72, 1.08, 0.40], [-1.51, 0.84, -0.24], [-0.24, -1.26, 0.10], [0.44, 2.35, 0.19], [-0.38, 0.20, 0.11], [-2.99, 0.03, -0.14], [-1.01, 3.38, -0.75], [1.68, 0.89, 0.80], [-1.03, -1.58, 0.93], [-0.47, -1.73, -0.82], [0.66, -1.69, 0.49]]}

=====

Record 2
{"formula": "C4H5ClN2O", "method": "ωB97M-V with the def2-TZVPD basis set", "smiles": "C=Nc1ccno1.Cl", "orbital_gap_ha": 0.3386, "elements": ["C", "C", "C", "C", "N", "N", "O", "Cl", "H", "H", "H", "H", "H"], "xyz": [[0.99, 0.40, -0.31], [2.23, -0.19, -0.65], [0.50, -0.59, 0.54], [-1.62, -0.32, 1.56], [2.46, -1.33, -0.09], [-0.81, -0.82, 0.76], [1.34, -1.61, 0.63], [-1.98, 1.47, -1.67], [0.37, 1.24, -0.79], [3.08, 0.22, -1.26], [-2.70, -0.59, 1.65], [-1.25, 0.32, 2.34], [-2.60, 1.81, -2.71]]}

=====

Record 3
{"formula": "C4H5ClN2O", "method": "ωB97M-V with the def2-TZVPD basis set", "orbital_gap_ha": [0.2681, 0.2681], "elements": ["C", "C", "C", "C", "N", "N", "O", "Cl", "H", "H", "H", "H", "H"], "xyz": [[-1.36, 0.74, 1.26], [-0.01, 0.47, -1.39], [0.62, -1.31, 0.29], [1.00, -0.14, -0.65], [-1.29, 0.20, 2.30], [-1.71, 1.11, 0.09], [-0.48, 0.46, -2.48], [1.72, 1.29, 0.40], [0.83, -0.95, 1.30], [-0.47, -1.30, 0.36], [0.95, -2.29, 0.09], [1.82, -0.37, -1.37], [-1.63, 2.08, -0.19]]}

=====

Record 4
{"formula": "C4H5ClN2S", "method": "ωB97M-V with the def2-TZVPD basis set", "smiles": "NN(Cl)c1cccs1", "orbital_gap_ha": 0.3154, "elements": ["C", "C", "C", "C", "N", "N", "S", "Cl", "H", "H", "H", "H", "H"], "xyz": [[1.74, -1.17, 0.13], [0.44, -1.04, 0.62], [1.94, -0.16, -0.73], [-0.26, -0.10, 0.04], [-1.73, 1.55, 0.55], [-1.55, 0.19, 0.41], [0.69, 0.97, -1.04], [-2.63, -0.54, -1.10], [2.47, -1.97, 0.28], [0.06, -1.65, 1.42], [2.91, -0.08, -1.32], [-1.56, 2.00, -0.34], [-2.53, 1.99, 1.07]]}